No. 1
DFT (ωB97M-V with the def2-TZVPD basis set) results for a 6-piece molecular cluster, C22H24Cl3N4 overall in a non-equilibrium geometry.

Last column: Löwdin charge in e.
Positions of all 53 atoms, in Å:
Cl 14.3031 14.9337 -15.2448  -0.49
Cl 14.7405 19.1717 -11.7141  0.51
C 15.0109 19.5508 -13.4416  -0.67
C 14.2279 18.6186 -14.3405  -0.68
Cl 12.5004 19.0556 -14.3285  0.51
H 16.0697 19.3648 -13.6250  0.03
H 14.8346 20.6019 -13.6538  0.06
H 14.3804 17.5803 -14.0518  0.00
H 14.5117 18.7064 -15.3862  0.07
N 10.9895 12.9605 -16.5517  0.08
C 11.7875 13.3109 -17.5502  -0.16
C 11.3932 13.4462 -18.8792  -0.07
C 10.0670 13.1846 -19.1763  -0.10
C 9.2090 12.8016 -18.1530  -0.10
C 9.6953 12.7279 -16.8632  -0.15
H 12.8395 13.3853 -17.2929  0.05
H 12.0968 13.7398 -19.6442  0.10
H 9.6771 13.2679 -20.1842  0.09
H 8.1508 12.6474 -18.3275  0.09
H 9.1128 12.4468 -15.9956  0.09
N 15.0405 12.4561 -12.1868  0.09
C 16.2089 12.7809 -12.7327  -0.17
C 17.4429 12.3356 -12.2877  -0.09
C 17.4390 11.5049 -11.1832  -0.11
C 16.2369 11.1006 -10.6096  -0.09
C 15.0593 11.5667 -11.1861  -0.15
H 16.1458 13.4003 -13.6281  0.05
H 18.3850 12.5750 -12.7618  0.10
H 18.3549 11.1510 -10.7199  0.09
H 16.3772 10.4559 -9.7510  0.09
H 14.1023 11.2426 -10.7964  0.10
N 17.5546 17.4802 -14.1535  0.07
C 18.7642 18.0286 -14.0559  -0.17
C 19.7645 17.6102 -13.1856  -0.09
C 19.4712 16.5226 -12.3659  -0.09
C 18.2233 15.9246 -12.4487  -0.06
C 17.2922 16.4542 -13.3418  -0.13
H 18.9466 18.9176 -14.6531  0.10
H 20.7389 18.0761 -13.1809  0.09
H 20.2438 16.0719 -11.7534  0.10
H 17.9806 15.0329 -11.8905  0.08
H 16.2808 16.0597 -13.4033  0.06
N 13.7040 11.1175 -15.6423  0.09
C 12.9798 10.1382 -16.1715  -0.18
C 13.1789 9.5731 -17.4353  -0.09
C 14.2331 10.0572 -18.1787  -0.11
C 14.9964 11.1195 -17.6908  -0.07
C 14.7454 11.5265 -16.3858  -0.18
H 12.1330 9.7910 -15.5863  0.10
H 12.5210 8.8064 -17.8191  0.09
H 14.4402 9.6569 -19.1666  0.09
H 15.8098 11.5356 -18.2660  0.09
H 15.3352 12.3085 -15.9177  0.05

Forces on the atoms, in the same order (eV/Å):
0.3 0.1 0.0
-0.1 0.3 0.0
0.6 -0.4 -0.6
0.2 0.2 0.0
-0.3 -0.1 0.2
-0.1 -0.1 0.1
-0.4 0.0 0.3
-0.4 -0.1 -0.1
0.3 0.1 0.1
-0.9 -0.2 -0.5
0.9 -0.4 0.0
-0.6 -0.1 0.1
-0.1 0.0 -0.1
-0.4 0.3 0.2
1.3 0.1 0.4
0.0 0.4 0.2
0.1 0.0 0.0
0.1 0.0 0.0
0.1 -0.1 -0.1
-0.4 0.0 -0.2
0.1 -0.9 0.3
-0.1 0.4 -0.9
0.0 -0.6 0.5
0.0 -0.1 0.4
0.9 0.2 -0.4
0.3 0.3 0.4
-0.2 0.2 0.2
-0.2 0.3 -0.2
0.1 0.1 -0.2
-0.9 -0.1 0.0
-0.1 0.1 0.0
0.3 0.1 0.4
0.3 0.5 0.2
-0.5 -0.5 0.1
0.3 -0.3 -0.4
0.1 0.3 -0.3
-0.3 0.0 0.0
0.0 -0.1 -0.3
0.0 0.1 0.0
0.0 0.2 0.2
-0.1 0.1 0.2
0.1 -0.2 -0.2
0.7 -0.9 -0.5
-0.7 0.0 -0.2
0.2 0.3 0.5
0.2 0.5 -0.7
-0.2 -1.0 0.5
-0.3 1.0 0.2
0.0 0.1 0.1
0.0 -0.1 0.1
-0.1 0.0 0.0
0.1 0.1 0.1
0.0 0.1 -0.1

Output
- relative energy (zero: lowest compared OMol25 entry of this formula, charge and spin) (eV) = 0.628
- gap between HOMO and LUMO (eV) = 7.0
- E_tot (eV) = -66732.357
- net charge = -1
- HOMO energy (eV) = -4.198

=====

No. 2
DFT (ωB97M-V with the def2-TZVPD basis set) results for C22H24F5N4O8STm as an isolated structure.

Last column: Löwdin spin population.
Positions of all 65 atoms, in Å:
Tm 0.1644 -0.8868 0.6145  2.01
O -0.3806 -1.3031 4.9816  0.00
C -0.5546 -1.0169 3.7999  0.00
O 0.3133 -1.0998 2.8609  0.00
C -1.9082 -0.4556 3.3540  0.00
N -1.6799 0.6217 2.3845  0.00
C -1.0665 1.7338 3.1062  0.00
C -0.3158 2.7307 2.2484  0.00
N 0.6918 2.1048 1.4071  0.00
C 1.1224 3.0096 0.3443  0.00
C 1.6081 2.3086 -0.9188  0.00
N 0.6875 1.2792 -1.3859  0.00
C -0.5221 1.8762 -1.9371  0.00
C -1.7255 0.9506 -1.9450  0.00
N -2.0443 0.3767 -0.6345  0.00
C -2.6468 1.4045 0.2133  0.00
C -2.8889 0.9964 1.6606  0.00
C -2.9554 -0.7595 -0.8261  0.00
C -2.9661 -1.7066 0.3738  0.00
O -4.0397 -2.1213 0.8142  0.00
O -1.8032 -1.9717 0.8143  0.00
C 1.3538 0.4161 -2.3617  0.00
C 0.5260 -0.8401 -2.6359  0.00
O 0.2424 -1.1469 -3.7920  0.00
O 0.1690 -1.4610 -1.5764  0.00
C 1.8438 1.6584 2.2017  0.00
C 2.8101 0.8520 1.3296  0.00
O 3.9841 1.2067 1.2418  0.00
O 2.2581 -0.1195 0.7124  0.00
H -2.4550 -0.0975 4.2385  0.00
H -2.4723 -1.2544 2.8747  0.00
H -0.3827 1.3140 3.8436  0.00
H -1.8347 2.2810 3.6828  0.00
H 0.1304 3.4890 2.9192  0.00
H -1.0142 3.2715 1.6063  0.00
H 1.9284 3.6746 0.6970  0.00
H 0.2783 3.6593 0.0996  0.00
H 2.5777 1.8473 -0.7539  0.00
H 1.7587 3.0856 -1.6928  0.00
H -0.3475 2.2133 -2.9746  0.00
H -0.7568 2.7728 -1.3633  0.00
H -1.5644 0.1332 -2.6423  0.00
H -2.5892 1.5227 -2.3315  0.00
H -3.6189 1.7128 -0.2169  0.00
H -1.9979 2.2781 0.1834  0.00
H -3.5876 0.1604 1.6913  0.00
H -3.4006 1.8383 2.1602  0.00
H -2.5752 -1.3388 -1.6696  0.00
H -3.9768 -0.4178 -1.0493  0.00
H 2.3022 0.1018 -1.9202  0.00
H 1.5425 0.9478 -3.3067  0.00
H 1.4959 0.9973 2.9960  0.00
H 2.3734 2.5212 2.6341  0.00
F 3.1726 -4.0667 -4.8016  0.00
C 2.7561 -3.9225 -3.5272  0.00
C 3.6187 -3.4400 -2.5629  0.00
F 4.8810 -3.1127 -2.9098  0.00
C 3.1895 -3.3027 -1.2528  0.00
F 4.0879 -2.8346 -0.3764  0.00
C 1.8962 -3.6265 -0.8469  0.00
S 1.3341 -3.3973 0.7995  0.00
C 1.0607 -4.1227 -1.8508  0.00
F -0.1883 -4.4950 -1.5697  0.00
C 1.4689 -4.2709 -3.1637  0.00
F 0.6319 -4.7591 -4.0931  0.00

Forces on the atoms, in the same order (eV/Å):
-0.2 0.0 0.0
-0.1 0.0 0.0
0.3 -0.1 0.0
-0.1 0.0 0.0
-0.1 0.0 0.0
0.1 0.0 0.0
-0.1 0.0 0.1
0.0 0.1 0.0
0.1 0.0 0.0
0.0 0.0 0.1
0.0 0.0 -0.1
0.0 0.0 0.0
0.0 0.0 0.0
-0.1 0.0 0.0
0.1 0.0 0.0
0.0 0.0 -0.1
0.0 0.0 0.1
-0.1 0.1 -0.1
0.2 -0.1 0.1
0.0 0.0 -0.1
-0.2 0.0 0.1
0.0 0.1 0.0
-0.1 -0.1 0.1
0.1 0.0 0.0
-0.1 0.2 0.0
0.0 0.1 0.0
0.1 -0.2 -0.2
0.0 0.0 0.1
0.2 0.2 0.0
0.0 0.0 0.0
0.0 0.0 0.0
0.0 0.0 0.0
0.0 0.0 0.0
0.0 0.0 0.0
0.0 0.0 0.0
0.0 0.0 0.0
0.0 0.0 0.0
0.0 0.0 0.0
0.0 0.0 0.0
0.0 0.0 0.0
0.0 0.0 0.0
0.0 0.0 0.0
0.0 0.0 0.0
0.0 0.0 0.0
0.0 0.0 0.0
0.0 0.0 0.0
0.0 0.0 0.0
0.0 0.0 0.0
0.0 0.0 0.0
0.0 0.0 0.0
0.0 0.0 0.0
0.0 0.0 0.0
0.0 0.0 0.0
0.0 0.0 0.0
0.0 0.0 0.0
-0.1 0.0 0.0
0.0 0.0 0.0
0.1 0.0 0.0
-0.1 0.0 0.0
-0.1 0.0 0.2
0.1 -0.1 -0.1
0.1 -0.1 -0.1
-0.1 0.0 0.0
0.1 0.0 0.1
0.0 0.0 0.0

Output
- expectation value of S² = 2.00
- gap between HOMO and LUMO (alpha / beta) (eV) = 6.3 / 6.3
- E_tot (eV) = -99505.245
- spin multiplicity = 3
- net charge = -2
- HOMO energy (alpha / beta) (eV) = -2.205 / -2.199

=====

No. 3
DFT (ωB97M-V with the def2-TZVPD basis set) results for C22H24F6IrN7O6S2 as an isolated structure in a non-equilibrium geometry.

Last column: Löwdin spin population.
Positions of all 68 atoms, in Å:
Ir -0.2915 -0.5199 -0.3549  0.67
O -1.9326 -0.4585 3.1896  0.00
C -1.8229 -0.6994 2.0235  0.00
O -0.6823 -1.1354 1.4828  0.09
C -2.8859 -0.5590 0.9920  0.00
C -4.2282 -0.4884 1.2814  0.00
C -5.1239 -0.3667 0.2259  0.00
C -4.6234 -0.3080 -1.0649  0.00
C -3.2569 -0.3792 -1.2782  0.00
N -2.3965 -0.5172 -0.2612  0.00
H -4.5456 -0.5226 2.3153  0.00
H -6.1897 -0.3238 0.4065  0.00
H -5.2797 -0.2156 -1.9192  0.00
H -2.8678 -0.3655 -2.2834  0.00
F -3.2975 2.9337 -0.8392  0.00
C -2.2135 3.6878 -0.9065  0.00
F -2.3628 4.6593 -1.7651  0.00
F -1.9138 4.1535 0.2991  0.00
S -0.7858 2.6238 -1.4265  0.00
O -0.8390 1.5521 -0.3853  0.02
O 0.4137 3.3912 -1.4013  0.00
N -1.2689 2.1083 -2.8167  0.00
S -0.8973 0.7253 -3.4332  0.00
O -0.2846 -0.1718 -2.3946  0.03
O -1.9324 0.1314 -4.1921  0.00
C 0.5269 1.0538 -4.5805  0.00
F 1.5339 1.5362 -3.8570  0.00
F 0.1355 1.9319 -5.4657  0.00
F 0.8748 -0.0836 -5.1392  0.00
N 2.1544 -2.7034 -0.2088  0.00
C 2.6130 -1.4578 -0.5668  0.00
C 3.9894 -1.3037 -0.7799  0.00
C 4.4840 -0.0935 -1.1866  0.00
C 3.5951 0.9733 -1.3604  0.00
C 2.2733 0.7677 -1.0932  0.00
N 1.7642 -0.4302 -0.6841  0.00
C 0.9255 -3.2795 -0.4668  0.00
C 0.8831 -4.6745 -0.5228  0.00
C -0.2929 -5.3163 -0.8188  0.00
C -1.4265 -4.5417 -1.0712  0.00
C -1.3291 -3.1848 -0.9719  0.00
N -0.1725 -2.5361 -0.6522  -0.01
H 2.8850 -3.3794 -0.0424  0.00
H 4.6393 -2.1585 -0.6453  0.00
H 5.5415 0.0270 -1.3819  0.00
H 3.9275 1.9426 -1.7034  0.00
H 1.5712 1.5755 -1.2006  0.00
H 1.7957 -5.2316 -0.3573  0.00
H -0.3304 -6.3960 -0.8715  0.00
H -2.3734 -4.9866 -1.3399  0.00
H -2.1894 -2.5711 -1.1696  0.00
N 1.6622 1.8640 4.3227  0.00
C 2.5580 0.9328 3.5560  0.01
C 1.7340 0.1490 2.5388  0.01
N 0.9656 1.0085 1.6314  0.12
C 0.1259 1.9420 2.4060  0.01
C 0.9336 2.7859 3.3822  0.01
H 2.2040 2.3989 5.0063  0.00
H 0.9772 1.3200 4.8571  0.00
H 3.0506 0.2668 4.2625  0.00
H 3.3136 1.5555 3.0766  0.00
H 1.0219 -0.5079 3.0424  0.00
H 2.4177 -0.4767 1.9666  0.00
H 1.5882 1.5545 1.0403  0.00
H -0.6042 1.3577 2.9658  0.00
H -0.4104 2.6017 1.7303  0.00
H 0.2847 3.4329 3.9703  0.00
H 1.6875 3.3993 2.8887  0.00

Forces on the atoms, in the same order (eV/Å):
-1.7 0.0 -0.7
-0.1 -0.2 0.0
-0.1 0.1 0.0
1.0 0.0 -0.3
0.1 0.1 0.0
0.0 0.1 0.0
0.0 0.0 0.0
0.0 0.0 0.0
0.0 0.0 0.0
-0.1 0.0 0.2
0.0 0.0 0.0
0.0 0.0 0.0
0.0 0.0 0.0
0.0 0.0 0.0
0.0 0.0 0.0
0.0 0.0 0.0
0.0 0.0 0.0
0.0 0.0 0.0
-0.1 0.0 -0.1
0.4 0.0 0.3
0.0 0.0 0.0
0.0 -0.1 0.1
0.0 0.3 -0.1
0.4 -0.6 0.1
-0.1 0.0 0.0
0.0 0.0 0.0
0.0 0.0 0.0
0.0 0.0 0.0
0.0 0.0 0.0
-0.2 0.1 0.2
0.0 0.0 0.0
0.0 -0.1 0.0
0.0 0.1 0.0
0.0 0.0 0.0
0.0 -0.1 0.0
0.2 0.1 0.1
0.2 -0.1 0.1
-0.1 0.0 0.0
0.0 0.1 0.0
0.0 0.0 0.0
-0.1 -0.1 -0.1
0.0 0.1 -0.1
0.0 0.0 0.0
0.0 0.0 -0.1
0.0 0.0 0.0
0.0 0.0 0.0
0.0 0.0 0.0
0.0 0.0 0.0
0.0 0.0 0.0
0.0 0.0 0.0
0.1 0.0 0.0
0.0 0.0 0.0
0.0 -0.1 0.0
-0.1 0.1 -0.1
0.2 0.4 0.3
0.1 -0.1 0.0
-0.1 0.0 0.0
0.0 0.0 0.0
0.0 0.0 0.0
0.0 0.0 0.0
0.0 0.0 0.0
0.0 0.0 0.0
0.0 0.0 0.0
0.0 0.0 0.0
-0.1 0.0 0.0
0.0 0.0 0.0
0.0 0.0 0.0
0.0 0.0 0.0

Output
- relative energy (zero: lowest compared OMol25 entry of this formula, charge and spin) (eV) = 0.843
- expectation value of S² = 0.75
- gap between HOMO and LUMO (alpha / beta) (eV) = 8.0 / 5.5
- E_tot (eV) = -86707.448
- spin multiplicity = 2
- net charge = +3
- HOMO energy (alpha / beta) (eV) = -17.313 / -17.309

=====

No. 4
DFT (ωB97M-V with the def2-TZVPD basis set) results for one molecule with the formula C22H24N2O6S in a non-equilibrium geometry.

Last column: Löwdin charge in e.
Positions of all 55 atoms, in Å:
C 9.0128 -0.5461 1.8153  -0.09
O 9.1521 0.7140 1.2038  -0.08
C 8.1247 1.1946 0.4544  -0.27
C 8.3283 2.4571 -0.1119  0.00
C 7.3446 3.0360 -0.8866  -0.07
C 6.1504 2.3747 -1.1108  -0.04
C 5.9303 1.1119 -0.5586  -0.21
C 4.6701 0.4488 -0.8183  0.00
C 4.2995 -0.7822 -0.4369  0.03
C 2.9764 -1.2965 -0.7753  -0.48
O 2.1202 -0.7265 -1.4132  0.11
O 2.7943 -2.5443 -0.2896  0.01
C 1.5075 -3.0828 -0.5324  -0.07
C 0.4322 -2.1359 0.0323  -0.45
O 0.5142 -1.7109 1.1585  0.10
N -0.5881 -1.8920 -0.8346  0.14
C -1.7101 -1.0841 -0.6449  -0.20
C -1.9537 -0.3936 0.5412  0.02
C -3.0963 0.3772 0.6616  -0.04
C -3.9926 0.4542 -0.3861  -0.28
S -5.5004 1.3996 -0.2329  0.68
O -5.7570 2.0908 -1.4627  -0.29
O -5.4470 2.1708 0.9797  -0.28
N -6.6045 0.1233 -0.1345  -0.23
C -7.9516 0.4372 -0.5873  -0.19
C -8.8093 0.6830 0.6723  -0.15
C -7.8496 0.4413 1.8447  -0.17
C -6.7320 -0.3933 1.2147  -0.20
C -3.7610 -0.2218 -1.5695  -0.05
C -2.6202 -0.9869 -1.7014  -0.01
C 6.9300 0.5287 0.2275  0.04
H 8.8814 -1.3406 1.0736  0.10
H 9.9414 -0.7128 2.3588  0.09
H 8.1748 -0.5609 2.5193  0.10
H 9.2646 2.9576 0.0764  0.12
H 7.5100 4.0119 -1.3175  0.11
H 5.3825 2.8317 -1.7162  0.11
H 3.9479 1.0182 -1.3918  0.13
H 4.9207 -1.4527 0.1343  0.11
H 1.4789 -4.0289 0.0120  0.14
H 1.3737 -3.2549 -1.6063  0.13
H -0.4866 -2.2429 -1.7770  0.14
H -1.2470 -0.4586 1.3510  0.10
H -3.2987 0.9353 1.5623  0.12
H -7.8936 1.3022 -1.2465  0.10
H -8.3254 -0.4168 -1.1599  0.12
H -9.6433 -0.0183 0.7021  0.10
H -9.2108 1.6939 0.6889  0.11
H -7.4247 1.3841 2.1875  0.10
H -8.3255 -0.0648 2.6821  0.11
H -5.7789 -0.2967 1.7315  0.11
H -7.0083 -1.4506 1.1535  0.13
H -4.4757 -0.1269 -2.3707  0.12
H -2.4255 -1.5127 -2.6252  0.11
H 6.7540 -0.4420 0.6594  0.10

Forces on the atoms, in the same order (eV/Å):
0.0 -0.2 0.1
0.0 0.3 -0.2
-0.1 0.1 -0.1
0.0 -0.1 0.0
0.2 0.0 0.1
-0.2 -0.3 0.1
0.6 0.5 0.0
-0.6 -0.6 0.0
0.3 0.4 0.0
-0.3 0.1 -0.3
0.2 -0.1 0.0
0.2 0.0 0.1
-0.2 0.2 0.0
0.2 -0.4 -0.3
0.1 0.1 0.2
-0.2 -0.2 -0.4
-0.3 0.2 0.2
0.2 0.0 0.1
-0.1 0.1 -0.1
-0.5 0.4 0.2
0.2 -0.5 -0.2
0.0 -0.2 -0.2
0.1 -0.2 0.1
0.8 0.7 -0.3
-0.5 0.3 -0.4
0.0 0.0 0.0
0.0 -0.1 0.0
0.0 -0.2 0.6
0.1 -0.1 -0.1
-0.1 0.1 0.1
0.1 -0.1 0.1
0.0 0.0 0.0
-0.1 0.0 0.0
0.0 0.0 0.0
0.1 0.1 0.0
0.0 0.1 0.0
-0.1 0.0 -0.1
-0.1 0.0 0.0
0.2 0.0 0.1
-0.1 0.1 -0.1
0.0 0.0 0.1
0.1 0.1 0.2
0.0 0.0 0.0
0.0 0.0 0.1
-0.2 -0.1 -0.1
0.0 0.1 0.0
0.0 0.1 0.0
-0.1 0.0 0.0
0.0 -0.1 0.1
0.0 0.0 0.1
0.0 -0.2 0.1
0.1 0.0 0.0
0.0 -0.1 -0.2
0.0 -0.1 -0.1
0.0 -0.1 0.1

Output
- relative energy (zero: lowest compared OMol25 entry of this formula, charge and spin) (eV) = 1.904
- gap between HOMO and LUMO (eV) = 8.4
- E_tot (eV) = -49303.512
- SMILES = COc1cccc(/C=C/C(=O)OCC(=O)Nc2ccc(S(=O)(=O)N3CCCC3)cc2)c1
- net charge = 0
- HOMO energy (eV) = -8.702